Record 1
Molecular formula: C32H22N13O2S2W
Method: DFT, the ωB97M-V functional and the def2-TZVPD basis

Its HOMO energy is -4.3 eV. The calculation puts the orbital gap at 5.6 eV. As for the net charge: -1. The calculation puts the LUMO energy at 1.3 eV.

Each line ends with the Löwdin charge.
Cartesian coordinates (Å):
W: 0.8349 -0.2415 -0.3496  1.365
C: 3.4600 -3.5095 -1.4900  -0.011
C: 2.1503 -2.9718 -0.9854  -0.439
O: 2.0391 -1.6773 -1.0571  -0.355
C: 1.1614 -3.7751 -0.5179  -0.027
C: -0.1033 -3.3069 -0.0584  -0.324
C: -1.0985 -4.3477 0.3725  -0.036
N: -0.4116 -2.0412 0.0128  -0.109
N: -1.7082 -1.8218 0.5041  0.106
C: -1.9323 -0.5512 0.5400  -0.470
O: -1.0494 0.3218 0.1916  -0.323
C: -3.2298 -0.0301 1.0488  -0.140
C: -4.1826 -0.8938 1.5818  -0.030
C: -5.3898 -0.3922 2.0408  -0.089
C: -5.6525 0.9710 1.9645  -0.100
C: -4.7037 1.8305 1.4309  -0.080
C: -3.4911 1.3326 0.9737  -0.018
H: 4.2192 -2.7303 -1.4415  0.079
H: 3.3663 -3.8382 -2.5275  0.084
H: 3.7945 -4.3521 -0.8862  0.075
H: 1.3381 -4.8402 -0.4992  0.109
H: -0.6999 -5.3412 0.1799  0.069
H: -2.0484 -4.2226 -0.1457  0.077
H: -1.3122 -4.2479 1.4384  0.083
H: -3.9652 -1.9525 1.6232  0.108
H: -6.1304 -1.0668 2.4515  0.097
H: -6.6006 1.3593 2.3153  0.096
H: -4.9102 2.8909 1.3585  0.101
H: -2.7406 1.9831 0.5428  0.112
N: -0.2324 0.6900 2.8109  0.221
C: 0.6963 1.5447 2.4148  -0.398
N: 0.9792 2.5717 3.2234  0.183
C: 1.9570 3.3701 2.8370  -0.442
N: 2.2108 4.4670 3.5830  0.157
N: 2.7375 3.1949 1.7474  0.184
C: 2.3473 2.1904 0.9930  -0.304
N: 1.3118 1.3756 1.2071  -0.001
C: 3.1328 1.8906 -0.2443  -0.238
C: 4.1899 2.6854 -0.6387  0.001
C: 4.8566 2.3441 -1.8062  -0.047
C: 4.4255 1.2378 -2.5174  -0.030
C: 3.3532 0.4925 -2.0558  -0.109
N: 2.7189 0.8107 -0.9220  -0.086
H: -0.6353 0.8168 3.7217  0.127
H: -0.3998 -0.1546 2.2912  0.077
H: 1.7897 4.5166 4.4934  0.101
H: 3.0724 4.9543 3.4177  0.099
H: 4.4603 3.5396 -0.0373  0.110
H: 5.6879 2.9418 -2.1554  0.107
H: 4.8981 0.9434 -3.4444  0.110
H: 2.9659 -0.3595 -2.5899  0.091
S: 0.0444 -0.6485 -2.6997  0.673
C: -1.2376 0.5040 -2.9387  -0.663
C: -2.3441 0.2395 -3.7398  -0.051
C: -3.3236 1.2030 -3.9487  -0.197
C: -4.4589 0.8895 -4.7772  -0.185
N: -5.3630 0.6392 -5.4425  0.149
C: -3.2062 2.4584 -3.3395  -0.199
C: -2.1070 2.7262 -2.5306  -0.062
C: -1.1197 1.7686 -2.3333  -0.663
S: 0.3051 2.1137 -1.3949  0.725
C: -4.2052 3.4776 -3.5252  -0.187
N: -4.9997 4.2993 -3.6539  0.148
H: -2.4499 -0.7331 -4.2016  0.115
H: -2.0218 3.6931 -2.0524  0.114
N: 1.6942 -1.1739 1.4129  0.060
C: 2.1652 -2.0162 2.0593  -0.127
C: 2.7269 -3.0188 2.8395  -0.279
C: 3.9473 -3.5937 2.4133  -0.255
N: 4.9352 -4.0562 2.0326  0.112
C: 2.0303 -3.4929 3.9756  -0.259
N: 1.4611 -3.8801 4.9030  0.105

Record 2
Molecular formula: C32H23AsCoN6O7S2
Method: DFT, the ωB97M-V functional and the def2-TZVPD basis

Its HOMO energy (spin up / spin down) is -1.8 / -1.8 eV. The calculation puts the orbital gap (spin up / spin down) at 6.2 / 6.2 eV. As for the multiplicity: 2. As for the net charge: -2. The calculation puts the LUMO energy (spin up / spin down) at 4.4 / 4.4 eV.

Each line ends with the Löwdin spin population.
Cartesian coordinates (Å):
Co: -0.9854 -0.3596 0.0467  0.958
N: -2.2880 3.3772 -2.0582  0.002
C: -2.0631 2.1746 -1.4212  0.002
S: -1.3820 2.2208 0.1501  0.018
N: -2.4072 1.1201 -2.1387  -0.002
N: -2.1895 -0.0622 -1.5118  -0.011
C: -2.8222 -1.0880 -1.9498  -0.004
C: -2.6340 -2.3570 -1.2728  0.000
C: -3.2572 -3.5328 -1.6785  0.000
C: -3.0237 -4.6917 -0.9605  0.000
C: -2.1770 -4.6515 0.1362  0.000
C: -1.5916 -3.4406 0.4718  0.001
N: -1.8238 -2.3314 -0.2094  0.008
H: -2.2796 4.1800 -1.4540  0.001
H: -3.0005 3.3465 -2.7694  0.000
H: -3.5083 -1.0001 -2.7848  -0.001
H: -3.9049 -3.5294 -2.5460  0.000
H: -3.4940 -5.6214 -1.2572  0.000
H: -1.9644 -5.5357 0.7213  0.000
H: -0.9013 -3.3463 1.3032  0.000
O: 0.7409 -1.1592 3.6407  -0.002
C: -0.1168 -0.8017 2.8371  -0.001
O: 0.0983 -0.7047 1.5782  -0.016
C: -1.5054 -0.4780 3.3889  0.000
C: -1.5850 -0.3174 4.7470  0.000
C: -2.7971 -0.0372 5.3954  0.000
C: -3.9756 0.0294 4.6690  0.000
C: -3.9251 -0.1748 3.3142  0.002
C: -2.6922 -0.3703 2.5696  0.003
O: -2.7114 -0.3828 1.3246  0.031
N: -5.2008 -0.1706 2.6259  0.000
O: -5.3663 -0.9126 1.6792  0.000
O: -6.0936 0.5443 3.0787  0.000
N: -2.8352 0.1505 6.8117  0.000
O: -1.7837 0.1274 7.4399  0.000
O: -3.9148 0.4037 7.3451  0.000
H: -0.6717 -0.4210 5.3150  0.000
H: -4.9191 0.2225 5.1550  0.000
S: 0.7865 -2.5209 -1.5657  0.002
C: 1.8712 -1.8264 -2.7135  0.000
C: 2.4181 -2.5671 -3.7845  0.000
C: 3.3226 -2.0100 -4.6674  0.000
C: 3.7190 -0.6795 -4.5374  0.000
C: 3.1750 0.0787 -3.5098  0.000
C: 2.2650 -0.4755 -2.6137  0.000
As: 1.4206 0.5509 -1.2000  0.005
C: 1.8909 2.3509 -1.8218  0.002
C: 2.9988 3.0652 -1.3751  0.001
C: 3.2525 4.3475 -1.8479  0.000
C: 2.3984 4.9303 -2.7740  0.000
C: 1.2911 4.2246 -3.2254  0.000
C: 1.0388 2.9462 -2.7488  0.000
C: 2.7021 0.3719 0.2479  0.000
C: 2.5117 1.1502 1.3867  0.000
C: 3.3412 1.0017 2.4856  0.000
C: 4.3649 0.0633 2.4599  0.000
C: 4.5504 -0.7233 1.3337  0.000
C: 3.7190 -0.5725 0.2289  0.000
H: 2.1142 -3.6018 -3.8907  0.000
H: 3.7266 -2.6201 -5.4696  0.000
H: 4.4327 -0.2412 -5.2250  0.000
H: 3.4645 1.1182 -3.4050  0.000
H: 3.6681 2.6147 -0.6527  0.000
H: 4.1182 4.8918 -1.4881  0.000
H: 2.5910 5.9336 -3.1368  0.000
H: 0.6077 4.6754 -3.9353  0.000
H: 0.1605 2.4113 -3.0916  0.000
H: 1.6887 1.8562 1.4222  0.000
H: 3.1623 1.5884 3.3777  0.000
H: 4.9978 -0.0726 3.3290  0.000
H: 5.3330 -1.4737 1.3174  0.000
H: 3.8489 -1.2052 -0.6414  0.000

Energy above the lowest of the compared OMol25 structures with the same formula, charge and spin in kcal per mole, matching the order above: 0.0; 24.4